Entry 1:
Formula: C41H42P2SeSn
Source: the OMol25 dataset
Level of theory: wB97M-V/def2-TZVPD

Structure (XYZ):
```
87
Properties=species:S:1:pos:R:3:forces:R:3:lowdin_charge:R:1
Sn -2.1533 3.0846 -2.2061 -0.31 0.90 0.51 0.75
C 0.2020 6.1852 0.9547 0.98 0.03 -0.14 -0.11
C 1.0373 5.1369 0.9452 -0.23 0.14 -0.53 -0.11
C 1.2055 4.1077 2.0274 0.37 -0.34 0.33 -0.20
C 0.0828 3.0286 2.1135 0.36 -0.08 0.15 -0.17
C -1.3487 3.4860 2.2003 -0.43 0.13 -0.31 -0.13
C -1.8114 4.6854 2.5647 0.31 -0.68 0.01 -0.11
C -0.9672 5.7327 3.2220 -0.05 0.54 0.07 -0.19
C -0.4438 6.7547 2.1881 -0.63 0.01 0.04 -0.17
C -3.6470 3.6179 -0.6850 -0.20 -0.73 -0.29 -0.42
H 0.0695 6.7902 0.0376 0.38 -0.38 0.62 0.08
H 1.6945 4.9669 0.0841 -0.68 0.02 -0.10 0.10
H 1.3491 4.5954 2.9971 0.04 -0.25 -0.16 0.09
H 2.1368 3.5499 1.8238 -0.28 0.22 0.16 0.11
H 0.1563 2.3837 1.2140 -0.01 0.30 0.34 0.09
H 0.3178 2.3582 2.9604 -0.03 0.17 -0.24 0.12
H -2.0607 2.7330 1.8412 0.13 0.35 -0.02 0.09
H -2.8518 4.9570 2.3630 0.17 -0.27 0.27 0.11
H -0.1505 5.2990 3.8132 -0.45 0.11 -0.19 0.10
H -1.6213 6.2706 3.9264 0.30 -0.05 -0.07 0.11
H -1.3187 7.3268 1.8567 0.20 0.17 0.10 0.09
H 0.2620 7.4577 2.6709 -0.31 -0.20 -0.21 0.12
H -4.2127 4.5220 -0.9234 0.06 -0.53 -0.21 -0.03
H -3.1095 3.7725 0.2525 -0.10 -0.03 -0.04 -0.05
H -4.3135 2.7503 -0.6097 -0.06 0.29 0.30 -0.02
P 1.9462 -3.7093 -2.0953 -0.06 0.33 -0.30 1.00
P -0.5613 -4.8532 -0.3958 -0.57 -0.61 -0.09 1.00
C 2.1480 -4.2513 -0.3706 -0.91 -0.33 0.98 -0.33
C 1.1162 -4.8433 0.2913 1.33 0.24 -0.43 -0.36
C 3.4505 -4.4460 -2.8617 0.01 -0.22 -0.39 -0.40
C 4.5978 -4.8160 -2.1500 0.20 0.01 -0.58 -0.10
C 5.7199 -5.3124 -2.8286 -0.23 0.01 -0.05 -0.08
C 5.6884 -5.4855 -4.2161 -0.39 0.14 0.07 -0.09
C 4.5146 -5.1827 -4.9289 0.21 -0.01 0.22 -0.09
C 3.3967 -4.6793 -4.2585 0.40 0.11 0.46 -0.11
C 2.3996 -1.9305 -1.8588 0.07 -0.19 0.00 -0.37
C 1.4579 -1.1367 -1.1791 0.41 0.01 -0.13 -0.11
C 1.7394 0.2013 -0.9200 0.18 -0.05 -0.11 -0.09
C 2.9607 0.7491 -1.3337 -0.02 -0.18 0.04 -0.09
C 3.8914 -0.0408 -2.0137 -0.27 0.09 0.02 -0.09
C 3.6044 -1.3758 -2.2993 -0.27 0.16 0.30 -0.09
C -0.9338 -6.6244 0.0747 -0.07 0.07 0.01 -0.37
C -0.2232 -7.6189 -0.6281 -0.21 0.07 0.47 -0.11
C -0.3178 -8.9544 -0.2376 -0.23 0.11 0.07 -0.09
C -1.1424 -9.3190 0.8350 0.09 0.30 -0.01 -0.10
C -1.8789 -8.3394 1.5066 0.00 0.05 -0.33 -0.09
C -1.8027 -6.9967 1.1102 0.34 -0.32 -0.05 -0.09
C -1.4743 -3.9416 0.9226 -0.06 0.07 -0.26 -0.41
C -2.7822 -3.5195 0.6087 0.37 -0.17 0.33 -0.12
C -3.5797 -2.9507 1.5968 0.09 0.08 0.20 -0.09
C -3.0726 -2.7748 2.8909 0.07 -0.15 -0.16 -0.09
C -1.7585 -3.1430 3.1847 0.04 0.11 -0.24 -0.08
C -0.9467 -3.6952 2.1917 -0.47 0.01 0.02 -0.10
H 3.1079 -4.0372 0.1239 -0.37 -0.51 -0.08 0.07
H 1.2554 -5.3830 1.2430 0.16 0.61 -0.23 0.08
H 4.6235 -4.7153 -1.0685 0.12 0.05 -0.23 0.09
H 6.6210 -5.5589 -2.2637 -0.26 0.02 -0.19 0.10
H 6.5672 -5.8669 -4.7426 -0.32 0.13 0.18 0.10
H 4.4818 -5.3353 -6.0122 -0.01 0.03 0.42 0.10
H 2.4799 -4.4552 -4.8128 0.32 -0.02 0.23 0.10
H 0.5212 -1.5826 -0.8384 0.18 0.13 -0.09 0.10
H 1.0097 0.8148 -0.3891 0.23 -0.13 -0.14 0.08
H 3.1889 1.7903 -1.1089 -0.05 -0.22 -0.08 0.10
H 4.8455 0.3786 -2.3248 -0.19 -0.01 0.04 0.10
H 4.3212 -1.9913 -2.8384 -0.09 0.12 0.12 0.10
H 0.4276 -7.3343 -1.4577 -0.14 -0.07 0.22 0.10
H 0.2485 -9.7150 -0.7734 -0.12 0.15 0.12 0.10
H -1.2003 -10.3621 1.1492 0.00 0.30 -0.09 0.10
H -2.5249 -8.6153 2.3406 0.14 0.04 -0.23 0.10
H -2.4000 -6.2466 1.6327 0.26 -0.19 -0.12 0.10
H -3.1638 -3.6480 -0.4060 0.09 -0.04 0.28 0.10
H -4.5993 -2.6427 1.3623 0.27 -0.06 0.08 0.10
H -3.7011 -2.3475 3.6701 0.11 -0.07 -0.18 0.10
H -1.3499 -3.0000 4.1829 -0.14 0.05 -0.16 0.10
H 0.0914 -3.9412 2.4000 -0.26 -0.03 0.10 0.09
Se -1.5153 5.5529 -2.3816 0.20 0.30 -0.32 0.47
C -2.3071 6.9698 -1.3087 -0.36 0.78 0.38 -0.59
C -1.7010 8.2210 -1.5528 0.13 -0.30 0.06 -0.18
C -2.0090 9.3495 -0.8010 -0.31 -0.04 0.27 -0.09
C -2.9894 9.2916 0.2017 0.12 -0.35 -0.42 -0.10
C -3.6653 8.0828 0.4006 0.15 0.29 -0.15 -0.10
C -3.3339 6.9413 -0.3432 0.32 -0.17 -0.14 -0.11
H -0.9417 8.3027 -2.3313 -0.14 -0.08 0.20 0.09
H -1.4744 10.2799 -1.0006 -0.20 -0.25 0.05 0.10
H -3.2347 10.1802 0.7851 0.06 -0.30 -0.14 0.10
H -4.4662 8.0394 1.1469 0.32 -0.12 -0.30 0.11
H -3.8742 6.0209 -0.1536 0.20 0.37 0.11 0.06
```
Forces are in eV/Å.

## Properties
E_HOMO ... -7.799 eV
E_LUMO ... -0.77 eV
Multiplicity ... 1
Calculated total energy ... -4885.8405 Ha
Kohn-Sham gap ... 7.030 eV

---

Entry 2:
Formula: C38H43N13OP2S7Tl
Source: the OMol25 dataset
Level of theory: wB97M-V/def2-TZVPD

Structure (XYZ):
```
105
Properties=species:S:1:pos:R:3:forces:R:3:lowdin_charge:R:1
Tl -0.9031 -0.1157 0.3419 -0.21 -0.41 0.36 0.82
C -3.4609 3.5776 -0.9185 0.44 -0.14 0.17 -0.25
P -3.2447 1.8171 -0.4197 -0.75 -0.10 -0.36 0.81
C -4.7052 1.6426 0.6838 0.31 -0.04 0.10 -0.25
C -3.9115 0.9435 -1.9140 0.40 0.00 0.02 -0.42
C -3.1060 1.2207 -3.1931 0.11 -0.04 0.35 -0.40
P -1.2833 0.8249 -3.0490 -0.15 0.05 -0.51 0.83
C -0.5685 2.3978 -3.7085 0.02 -0.16 0.25 -0.28
C -1.0747 -0.1722 -4.5920 0.07 0.06 0.26 -0.29
H -3.3751 4.1972 -0.0252 0.01 0.04 -0.02 0.05
H -4.4390 3.7346 -1.3742 -0.02 -0.06 0.00 0.06
H -2.6815 3.8831 -1.6170 -0.03 0.04 -0.01 0.02
H -5.5817 2.1110 0.2353 0.03 0.03 -0.07 0.06
H -4.4976 2.1136 1.6453 -0.05 -0.01 0.00 0.03
H -4.9057 0.5863 0.8558 -0.07 0.06 0.00 0.03
H -4.9528 1.2437 -2.0556 -0.02 -0.01 0.04 0.09
H -3.8963 -0.1264 -1.6819 -0.04 0.03 0.00 0.06
H -3.2026 2.2753 -3.4580 -0.01 -0.01 -0.11 0.07
H -3.5105 0.6314 -4.0169 -0.04 0.05 -0.02 0.08
H -0.9661 2.6057 -4.7017 -0.01 0.03 -0.01 0.05
H 0.5169 2.3043 -3.7703 0.00 0.04 -0.02 0.04
H -0.7980 3.2343 -3.0492 0.02 0.03 0.00 0.02
H -1.4377 0.3909 -5.4520 0.00 -0.01 -0.03 0.05
H -1.6326 -1.1012 -4.5093 -0.02 -0.06 0.00 0.02
H -0.0187 -0.4061 -4.7398 -0.02 -0.02 -0.02 0.04
N -1.6582 -2.6369 -2.3634 -0.02 0.14 0.04 0.18
C -2.5726 -2.9227 -1.4213 -0.37 -0.14 0.20 -0.44
N -3.3713 -3.9521 -1.6599 -0.04 -0.10 -0.14 0.19
C -4.3290 -4.1568 -0.7554 0.19 0.02 -0.16 -0.43
N -5.1687 -5.1753 -0.9549 0.00 0.10 0.02 0.19
N -4.5131 -3.4025 0.3386 -0.12 0.10 0.32 0.19
C -3.6322 -2.4452 0.5203 0.09 -0.24 -0.32 -0.30
N -2.6432 -2.1311 -0.3247 0.35 0.21 -0.08 0.12
C -3.7740 -1.6518 1.7672 -0.10 -0.12 0.27 -0.23
C -4.7217 -2.0190 2.7164 0.10 0.00 -0.05 0.02
C -4.8270 -1.2690 3.8735 0.03 0.05 -0.01 -0.02
C -3.9825 -0.1836 4.0502 -0.06 -0.01 0.02 -0.02
C -3.0604 0.0985 3.0589 0.12 0.08 0.01 -0.15
N -2.9657 -0.6136 1.9415 0.47 0.04 -0.04 0.03
H -1.5198 -3.3302 -3.0791 0.04 0.00 0.02 0.12
H -0.9029 -2.0243 -2.1079 0.18 0.00 -0.06 0.02
H -5.0440 -5.7601 -1.7608 -0.02 -0.06 0.02 0.11
H -5.8665 -5.3797 -0.2632 0.00 -0.04 -0.01 0.12
H -5.3283 -2.8923 2.5405 -0.04 0.00 -0.03 0.12
H -5.5541 -1.5332 4.6293 0.01 0.00 0.01 0.12
H -4.0348 0.4322 4.9375 0.03 0.01 0.01 0.11
H -2.3733 0.9333 3.1487 -0.02 -0.09 0.03 0.05
N 5.1939 4.6966 -1.5323 -0.08 -0.27 0.02 0.10
C 4.0049 4.9791 -0.9834 0.07 0.68 0.11 -0.83
S 3.5865 6.5052 -0.5263 0.01 -0.16 -0.02 0.70
C 3.0808 3.8364 -0.7721 -0.06 -0.36 0.00 -0.23
C 1.7044 4.0197 -0.8603 -0.03 -0.01 -0.04 -0.02
C 0.8705 2.9342 -0.6645 0.14 -0.03 -0.07 -0.22
N 1.3213 1.7129 -0.3845 -0.21 -0.12 0.09 0.01
C 2.6340 1.5407 -0.2723 0.07 -0.12 0.09 -0.13
C 3.5521 2.5605 -0.4628 -0.10 0.12 -0.05 0.00
H 5.8491 5.4460 -1.6764 0.02 0.03 0.00 0.11
H 5.4194 3.7784 -1.8742 0.01 0.02 -0.04 0.10
H 1.3024 4.9986 -1.0791 0.02 0.02 0.01 0.10
H -0.2080 3.0340 -0.7254 0.00 0.07 -0.03 0.07
H 2.9645 0.5370 -0.0240 0.03 0.03 0.01 0.11
H 4.6083 2.3577 -0.3442 0.00 0.00 0.02 0.12
N 2.3063 -2.0306 2.5782 0.18 0.30 -0.08 0.17
C 0.9577 -2.2018 2.4601 0.53 -0.83 -0.16 -0.54
O 0.2296 -1.1776 2.3978 -0.64 0.28 -0.41 -0.14
C 0.5424 -3.5708 2.3728 0.07 0.88 0.17 -0.24
C 1.5080 -4.5851 2.2388 0.18 -0.31 -0.04 -0.26
N 2.3089 -5.4028 2.0743 0.06 0.14 -0.01 0.15
C -0.7984 -3.9669 2.4181 -0.46 -0.07 0.12 -0.22
N -1.8750 -4.3793 2.4851 -0.25 0.21 -0.19 0.16
H 2.6418 -1.0994 2.7469 -0.06 0.03 0.04 0.10
H 2.8989 -2.7991 2.8428 0.00 -0.02 0.00 0.09
S 4.6348 -3.8488 -2.7736 0.06 0.21 0.17 1.00
C 3.1968 -3.0260 -2.1022 0.03 -0.12 -0.02 -0.49
C 2.9023 -1.7145 -2.4601 -0.10 -0.02 0.04 -0.06
C 1.7815 -1.1189 -1.9120 0.08 0.01 -0.10 -0.17
N 0.9710 -1.7492 -1.0606 -0.24 0.24 0.15 0.00
C 1.2509 -3.0104 -0.7291 -0.16 -0.15 0.03 -0.11
C 2.3530 -3.6900 -1.2221 0.10 0.06 -0.16 -0.04
C 5.8285 -2.9495 -1.7744 -0.13 -0.22 -0.15 -0.51
C 6.1098 -3.3884 -0.4898 0.07 0.07 0.03 -0.07
C 7.0142 -2.6521 0.2649 -0.09 -0.03 -0.04 -0.13
N 7.6140 -1.5545 -0.1835 0.15 0.09 0.10 0.06
C 7.3555 -1.1638 -1.4256 -0.06 -0.01 -0.06 -0.15
C 6.4707 -1.8253 -2.2680 0.07 0.01 0.06 -0.09
H 3.5317 -1.1799 -3.1581 -0.01 0.03 0.00 0.11
H 1.5028 -0.1009 -2.1608 0.02 -0.03 -0.03 0.07
H 0.5634 -3.4947 -0.0451 0.05 0.04 -0.11 0.10
H 2.5498 -4.7114 -0.9273 -0.03 0.01 0.08 0.11
H 5.6409 -4.2774 -0.0911 -0.01 0.00 0.02 0.11
H 7.2687 -2.9573 1.2736 -0.03 -0.02 -0.01 0.11
H 7.8839 -0.2792 -1.7651 -0.02 -0.01 -0.04 0.11
H 6.2971 -1.4804 -3.2781 0.00 0.00 -0.01 0.10
C 2.4187 3.0666 3.5641 -0.24 0.02 0.06 -0.38
S 1.5263 3.0852 5.1376 -0.16 0.00 -0.06 0.92
C -0.1543 3.3676 4.8328 0.45 -0.03 0.25 -0.94
C -0.9273 3.2297 3.6772 -0.43 0.03 -0.22 -1.09
S -0.4686 2.7376 2.1465 0.04 0.01 0.25 0.66
S -2.6372 3.6226 3.9207 0.32 0.03 0.01 0.88
C -2.5870 4.0057 5.6105 -0.13 0.00 0.16 -1.48
S -3.8715 4.4672 6.4877 0.17 -0.08 -0.08 0.65
S -0.9759 3.8595 6.2837 -0.12 0.01 -0.23 0.94
H 3.4662 3.1174 3.8586 -0.02 0.01 0.03 0.04
H 2.1508 3.9370 2.9727 0.05 0.01 -0.05 0.04
H 2.2148 2.1542 3.0153 0.01 -0.02 -0.05 0.01
```
Forces are in eV/Å.

## Properties
E_HOMO (spin up / spin down) ... -9.738 / -9.627 eV
E_LUMO (spin up / spin down) ... -4.83 / -5.49 eV
Multiplicity ... 1
Calculated total energy ... -5903.2692 Ha
Relative energy (zero: lowest compared OMol25 entry of this formula, charge and spin) ... 33.78 kcal/mol
Kohn-Sham gap (spin up / spin down) ... 4.907 / 4.133 eV
Net charge ... +1